a | Entry from the Open Molecules 2025 dataset: a structure of composition C4H10N2O2 (ωB97M-V/def2-TZVPD).

Cartesian coordinates (Å):
C 1.13 0.95 1.58
C -1.55 -1.29 0.33
N -0.17 -0.86 0.28
C 0.37 -0.44 -0.89
N -1.23 1.26 -1.43
C 1.73 -0.44 -0.99
O -0.34 0.20 -1.88
O -0.15 0.58 1.28
H -2.16 0.85 -1.40
H -0.97 1.49 -0.47
H 1.21 2.04 1.66
H 1.54 0.42 2.45
H 1.80 0.66 0.68
H -1.66 -1.98 1.18
H -2.24 -0.46 0.50
H -1.82 -1.80 -0.60
H 2.21 0.00 -1.85
H 2.29 -1.17 -0.43

---

b | Entry from the Open Molecules 2025 dataset: the molecule C4H10N2O2 (ωB97M-V/def2-TZVPD).

structure (SMILES): [H]/N=C(/C)NOCOC

Cartesian coordinates (Å):
H 0.66 -1.42 -0.02
N 0.80 -1.62 0.95
C -0.09 -0.85 1.50
C -0.20 -0.83 2.88
N -1.12 -0.44 0.74
O -0.84 -0.33 -0.61
C -0.24 0.94 -0.73
O 0.23 0.78 -2.02
C 1.26 1.66 -2.54
H -0.01 0.21 3.34
H -1.28 -1.07 3.30
H 0.56 -1.42 3.36
H -1.74 0.35 1.15
H 0.65 0.80 0.03
H -0.80 1.92 -0.58
H 1.99 1.85 -1.59
H 1.97 1.39 -3.51
H 0.69 2.63 -2.99

---

Pick b: it beats the second-best structure by 0.415 eV.

---

a | Entry from the Open Molecules 2025 dataset: the molecule C3H9NO3 (ωB97M-V/def2-TZVPD).

structure (SMILES): C[C@H](N)OC(O)O

Cartesian coordinates (Å):
C -1.63 -0.54 0.73
C -0.70 0.30 -0.14
N -1.42 0.93 -1.19
O 0.35 -0.57 -0.70
C 1.55 -0.59 -0.09
O 2.44 0.64 -0.27
O 1.48 -0.61 1.28
H -2.44 0.08 1.10
H -1.07 -0.96 1.56
H -2.04 -1.36 0.14
H -0.21 1.07 0.47
H -0.81 1.44 -1.82
H -1.93 0.24 -1.74
H 2.15 -1.38 -0.53
H 1.92 1.46 -0.28
H 2.36 -0.13 1.46

---

b | Entry from the Open Molecules 2025 dataset: a cluster of 2 separate species, C3H9NO3 in total (ωB97M-V/def2-TZVPD).

structure (SMILES): NC(=O)CCO.O

Cartesian coordinates (Å):
N 1.37 -1.02 -0.14
C 0.50 -0.79 0.88
O 0.47 -1.47 1.90
C -0.51 0.23 0.71
C -1.97 -0.32 0.54
O -2.70 0.67 -0.12
H 1.77 -1.90 0.14
H 1.94 -0.23 -0.44
H -0.31 0.77 -0.27
H -0.39 1.01 1.54
H -2.45 -0.61 1.52
H -2.00 -1.22 -0.15
H -3.63 0.56 0.25
O 2.82 1.33 -1.91
H 1.85 1.78 -1.72
H 3.24 1.21 -2.72

---

Pick a: it beats the second-best structure by 0.714 eV.

---

a | Entry from the Open Molecules 2025 dataset: the molecule C6H11NO2 (ωB97M-V/def2-TZVPD).

structure (SMILES): CC1(C)C[C@]1(N)C(=O)O

Cartesian coordinates (Å):
C -1.32 0.41 -0.64
C -0.34 -0.12 0.38
C -0.70 0.45 1.77
C 0.30 -1.49 0.27
C 1.28 -0.30 -0.08
N 1.57 0.00 -1.51
C 2.32 0.08 0.86
O 2.40 -0.27 2.02
O 3.16 1.01 0.43
H -0.93 1.19 -1.18
H -2.18 0.84 -0.10
H -1.73 -0.33 -1.28
H 0.16 0.47 2.37
H -1.48 -0.04 2.30
H -0.91 1.62 1.75
H 0.25 -2.04 -0.64
H 0.39 -1.95 1.25
H 0.74 -0.30 -2.01
H 2.47 -0.60 -1.79
H 3.03 1.26 -0.48

---

b | Entry from the Open Molecules 2025 dataset: a structure of composition C6H11NO2 (ωB97M-V/def2-TZVPD).

Cartesian coordinates (Å):
C 1.38 0.61 1.35
C 1.33 -0.46 0.26
C 2.49 -0.73 -0.66
C 0.13 -0.99 -0.25
C -2.02 0.07 -0.01
C -1.70 1.45 -0.58
H 1.44 1.58 0.75
H 0.37 0.65 1.68
H 2.06 0.71 2.32
H 2.67 0.18 -1.54
H 3.57 -0.90 -0.19
H 2.30 -1.35 -1.49
H 0.26 -1.78 -0.93
H -2.77 -1.30 0.46
H -0.80 1.36 -1.18
H -2.65 1.61 -1.19
H -1.66 2.29 0.31
N -1.13 -0.80 0.29
O -1.97 -1.93 0.50
O -3.30 -0.29 0.11

---

Pick a: it beats the second-best structure by 3.704 eV.

---

a | Entry from the Open Molecules 2025 dataset: the molecule C6H11NO2 (ωB97M-V/def2-TZVPD).

structure (SMILES): C/C(N)=C(/C)CC(=O)O

Cartesian coordinates (Å):
C 1.10 1.71 -0.06
C 0.96 0.24 -0.29
N 1.87 -0.27 -1.19
C 0.01 -0.54 0.33
C 0.09 -2.04 0.36
C -1.06 0.01 1.23
C -1.88 0.06 -0.24
O -2.55 -0.83 -0.69
O -2.10 1.34 -0.63
H 0.76 2.00 0.93
H 2.14 2.00 -0.17
H 0.53 2.28 -0.80
H 2.26 0.39 -1.85
H 1.70 -1.19 -1.55
H -0.27 -2.48 1.29
H -0.53 -2.47 -0.44
H 1.10 -2.43 0.22
H -1.48 -0.74 1.89
H -0.91 1.00 1.65
H -1.76 1.96 0.02

---

b | Entry from the Open Molecules 2025 dataset: the molecule C6H11NO2 (ωB97M-V/def2-TZVPD).

structure (SMILES): C[C@]1([C@@]2(CO)CN2)CO1

Cartesian coordinates (Å):
C 1.01 0.63 1.65
C 0.49 -0.36 0.59
C -0.57 0.13 -0.44
C 0.17 1.25 -1.30
O -0.47 2.29 -1.98
C -1.54 -0.62 -1.02
N -1.91 0.31 0.03
C 0.82 -1.83 0.83
O 1.56 -1.13 0.01
H 1.74 0.15 2.32
H 0.37 0.56 2.45
H 1.32 1.58 1.17
H 1.10 1.73 -0.85
H 0.46 0.23 -2.00
H -1.21 2.27 -1.47
H -1.46 -1.84 -0.85
H -1.57 -0.16 -2.04
H -2.08 -0.02 0.97
H 0.44 -2.81 0.20
H 1.32 -2.35 1.72

---

Pick a: it beats the second-best structure by 5.104 eV.

---

a | Entry from the Open Molecules 2025 dataset: the molecule C6H11NO2 (ωB97M-V/def2-TZVPD).

structure (SMILES): [H]/N=C(\O)C(=O)CCCC

Cartesian coordinates (Å):
H -1.81 0.62 2.86
N -2.20 -0.45 2.99
C -1.11 -1.05 3.14
O -0.04 0.00 3.04
C -0.77 -2.41 2.52
O -1.68 -3.12 2.17
C 0.68 -2.77 2.37
C 0.93 -4.16 1.81
C 2.42 -4.49 1.69
C 2.68 -5.87 1.12
H 0.83 -0.40 3.14
H 1.16 -2.67 3.37
H 1.15 -2.00 1.73
H 0.46 -4.23 0.81
H 0.43 -4.91 2.44
H 2.88 -4.41 2.69
H 2.91 -3.73 1.07
H 3.75 -6.08 1.05
H 2.22 -6.65 1.74
H 2.25 -5.96 0.11

---

b | Entry from the Open Molecules 2025 dataset: a structure of composition C6H11NO2 (ωB97M-V/def2-TZVPD).

Cartesian coordinates (Å):
C -0.08 1.77 1.07
C -1.82 0.39 -0.19
C -0.36 0.78 -0.05
O 0.30 1.06 -1.16
H -0.47 1.40 2.02
H 0.99 1.96 1.16
H -2.42 1.30 -0.31
H -1.97 -0.24 -1.06
H -2.16 -0.14 0.70
H -0.57 2.71 0.82
C 0.49 -0.79 0.81
N 1.83 -0.60 0.85
C 0.25 -1.90 -0.95
C 0.51 -1.35 -2.04
O -0.15 -1.25 1.74
H 2.30 -0.18 0.07
H 2.34 -0.79 1.70
H -0.10 -2.72 -0.36
H 0.69 -1.53 -3.08
H 0.42 0.12 -1.73

---

c | Entry from the Open Molecules 2025 dataset: the molecule C6H11NO2 (ωB97M-V/def2-TZVPD).

structure (SMILES): CO/C(C)=C(/N)C(C)=O

Cartesian coordinates (Å):
C 1.14 0.00 -2.13
O 1.08 0.45 -0.78
C 0.55 -0.49 0.09
C 1.42 -1.68 0.35
C -0.64 -0.29 0.70
N -1.20 -1.13 1.66
C -1.52 0.83 0.20
C -1.07 2.25 0.45
O -2.62 0.58 -0.28
H 0.13 -0.15 -2.52
H 1.73 -0.92 -2.22
H 1.63 0.78 -2.72
H 1.17 -2.20 1.29
H 1.31 -2.41 -0.46
H 2.47 -1.39 0.41
H -2.09 -0.76 2.00
H -0.56 -1.31 2.42
H -0.26 2.53 -0.22
H -1.92 2.92 0.25
H -0.78 2.38 1.49

---

Pick c: it beats the second-best structure by 0.484 eV.

---

a | Entry from the Open Molecules 2025 dataset: the molecule C2H4N3P (ωB97M-V/def2-TZVPD).

structure (SMILES): Pn1ccnn1

Cartesian coordinates (Å):
P -1.47 -1.55 -0.32
N -0.27 -0.38 -0.10
C 0.46 0.00 0.93
C 1.27 1.07 0.61
N 1.07 1.39 -0.67
N 0.28 0.75 -1.30
H -1.19 -1.74 -1.67
H -2.51 -0.66 -0.60
H 0.39 -0.48 1.89
H 1.97 1.60 1.23

---

b | Entry from the Open Molecules 2025 dataset: a cluster of 2 separate species, C2H4N3P in total (ωB97M-V/def2-TZVPD).

Cartesian coordinates (Å):
C -0.14 0.81 -0.93
C 0.10 0.01 0.21
N -1.40 0.86 -1.20
N -2.17 0.13 -0.37
N 2.57 -0.68 0.81
P -1.37 -0.66 0.83
H 0.73 1.28 -1.37
H -3.06 -0.13 -0.76
H 2.81 -0.21 1.67
H 1.92 -1.42 1.11

---

c | Entry from the Open Molecules 2025 dataset: a structure of composition C2H4N3P (ωB97M-V/def2-TZVPD).

Cartesian coordinates (Å):
C 1.79 0.54 0.42
C 0.46 0.41 0.21
N 2.70 0.15 -0.46
N 3.90 -0.13 -0.24
N -3.32 -0.10 -0.39
P -1.04 0.61 -0.38
H 2.11 1.13 1.28
H 4.41 -0.19 -1.12
H -3.60 0.10 0.56
H -3.28 -1.11 -0.48

---

Pick a: it beats the second-best structure by 3.448 eV.